Version a
C39H37F6N5O8RbS4 | wB97M-V/def2-TZVPD

The geometry in XYZ format:
```
100
Properties=species:S:1:pos:R:3:mulliken_charge:R:1
Rb -1.15 -0.85 0.69 0.92
O 0.59 -2.90 1.68 -0.50
S 1.88 -3.63 1.74 0.02
C 1.96 -4.62 0.17 -0.91
C 2.58 -3.94 -1.04 0.59
C 2.57 -4.86 -2.27 -1.03
C 1.18 -5.37 -2.67 -1.08
S -0.14 -4.12 -3.04 0.01
O -0.47 -3.40 -1.81 -0.20
C 1.01 -3.09 -3.97 0.38
C 1.35 -1.85 -3.43 -0.16
C 2.29 -1.07 -4.09 -0.42
C 2.90 -1.50 -5.27 -0.72
C 2.42 -2.67 -5.86 -0.49
C 1.48 -3.48 -5.21 -0.74
C 3.20 -2.46 1.41 0.05
C 4.51 -2.86 1.74 -0.46
C 5.53 -1.93 1.51 -0.53
C 5.25 -0.64 1.06 -0.68
C 3.94 -0.30 0.77 -0.71
C 2.91 -1.20 0.93 0.08
H 0.91 -4.82 0.02 0.59
H 2.47 -5.55 0.44 0.31
H 3.59 -3.65 -0.81 0.60
H 2.01 -3.02 -1.24 -0.55
H 3.20 -5.75 -2.09 0.50
H 3.03 -4.34 -3.10 0.34
H 0.74 -5.98 -1.88 0.52
H 1.19 -5.96 -3.58 0.54
H 0.81 -1.50 -2.54 1.04
H 2.55 -0.08 -3.69 -0.05
H 3.69 -0.93 -5.78 0.38
H 2.74 -2.96 -6.87 0.36
H 1.11 -4.39 -5.68 0.40
H 4.67 -3.85 2.17 0.41
H 6.55 -2.19 1.78 0.36
H 6.05 0.08 0.98 0.44
H 3.69 0.70 0.46 0.48
H 1.87 -0.92 0.76 0.58
F -4.85 2.85 -3.04 -0.22
C -5.55 2.11 -2.22 0.56
F -5.66 2.73 -1.02 -0.22
F -6.76 1.95 -2.79 -0.22
S -4.65 0.56 -1.88 0.88
O -3.48 0.83 -1.07 -0.28
O -5.60 -0.29 -1.21 -0.67
N -4.40 0.34 -3.42 -0.49
S -3.75 -0.97 -4.01 1.01
O -4.37 -1.38 -5.22 -0.70
O -3.48 -1.94 -2.99 -0.59
C -2.16 -0.34 -4.61 0.66
F -1.42 0.22 -3.66 -0.18
F -2.35 0.54 -5.60 -0.27
F -1.52 -1.39 -5.11 -0.23
O -0.56 2.34 8.05 -0.65
N -1.32 2.94 7.34 1.02
O -1.79 4.00 7.56 -0.62
C -1.72 2.29 6.01 -0.15
C -2.86 2.79 5.47 -0.87
C -3.38 2.27 4.24 1.51
C -4.59 2.72 3.64 -0.96
C -5.00 2.14 2.47 -0.84
C -4.21 1.12 1.90 -0.48
N -3.10 0.67 2.46 0.06
C -2.72 1.22 3.64 -0.52
C -1.46 0.69 4.24 -0.32
N -0.83 -0.29 3.56 -0.02
C 0.31 -0.72 4.03 -0.21
C 0.90 -0.21 5.20 -0.78
C 0.24 0.74 5.93 -0.84
C -0.97 1.22 5.42 1.35
H -3.37 3.63 5.99 0.44
H -5.16 3.47 4.16 0.44
H -5.94 2.42 2.03 0.47
H -4.44 0.67 0.95 0.74
H 0.79 -1.49 3.47 0.30
H 1.86 -0.59 5.49 0.48
H 0.65 1.13 6.86 0.46
C -0.27 3.04 2.10 -0.79
N -0.95 3.81 1.11 0.19
C -0.36 5.14 1.10 -0.97
C -0.96 3.16 -0.21 -0.89
C 0.39 2.69 -0.78 0.53
C 1.01 3.62 -1.64 -0.41
C 2.18 3.31 -2.33 -1.25
C 2.68 2.02 -2.21 -1.07
C 2.01 1.13 -1.40 -0.93
C 0.85 1.37 -0.63 0.58
H -0.46 3.44 3.10 0.45
H 0.84 3.05 1.94 0.40
H -0.57 1.97 2.03 -0.08
H -0.52 5.60 2.07 0.31
H -0.83 5.76 0.33 0.30
H 0.74 5.14 0.92 0.32
H -1.40 3.88 -0.91 0.75
H -1.62 2.28 -0.17 -0.55
H 0.67 4.65 -1.83 0.23
H 2.64 4.01 -3.00 0.37
H 3.57 1.70 -2.78 0.51
H 2.39 0.10 -1.41 1.29
```

Its spin multiplicity is 1. The frontier orbital gap is 5.05 eV. The charge is -1. Its highest occupied orbital energy is -3.997 eV.

***

Version b
C39H37F6N5O8RbS4 | wB97M-V/def2-TZVPD

The geometry in XYZ format:
```
100
Properties=species:S:1:pos:R:3:mulliken_charge:R:1
Rb -2.59 -0.02 -2.16 0.71
O 4.77 -0.21 -1.26 -0.33
S 4.56 1.14 -0.66 -0.01
C 5.25 1.01 1.00 -1.42
C 4.85 -0.20 1.80 0.02
C 5.24 -1.52 1.18 0.16
C 5.07 -2.76 2.11 -1.13
S 3.33 -3.40 2.23 -0.02
O 2.58 -3.18 0.96 -0.04
C 2.73 -2.07 3.32 0.13
C 3.30 -1.58 4.52 -0.14
C 2.69 -0.68 5.36 -0.69
C 1.38 -0.35 5.04 -0.65
C 0.79 -0.83 3.84 -0.17
C 1.45 -1.70 2.97 -0.63
C 2.80 1.24 -0.23 1.16
C 2.15 2.47 -0.13 -0.86
C 0.82 2.53 0.24 -0.52
C 0.08 1.34 0.52 -0.95
C 0.73 0.15 0.22 -0.51
C 2.08 0.07 -0.17 0.11
H 4.96 1.94 1.48 0.60
H 6.28 1.16 0.91 0.70
H 3.82 -0.19 2.10 -0.15
H 5.37 -0.04 2.76 0.45
H 6.22 -1.45 0.81 0.74
H 4.58 -1.73 0.36 -0.46
H 5.37 -2.65 3.19 0.41
H 5.70 -3.53 1.77 0.51
H 4.31 -1.87 4.69 0.32
H 3.18 -0.23 6.27 0.34
H 0.82 0.36 5.70 0.33
H -0.22 -0.57 3.49 0.56
H 0.92 -2.11 2.16 0.71
H 2.70 3.38 -0.47 0.34
H 0.41 3.57 0.20 0.30
H -0.97 1.41 0.75 0.72
H 0.18 -0.77 0.21 0.79
H 2.46 -0.97 -0.35 -0.51
F -3.72 1.22 2.28 -0.26
C -4.26 0.03 2.48 0.53
F -5.34 0.00 1.68 -0.23
F -4.61 -0.12 3.75 -0.23
S -2.98 -1.26 1.96 1.24
O -2.60 -0.81 0.68 -0.34
O -2.05 -1.23 3.03 -0.83
N -3.75 -2.62 2.06 -0.56
S -4.41 -3.36 0.85 1.19
O -4.63 -2.62 -0.33 -0.53
O -3.82 -4.69 0.80 -0.67
C -6.18 -3.74 1.50 0.44
F -6.23 -4.95 2.06 -0.22
F -6.59 -2.85 2.40 -0.24
F -7.01 -3.65 0.48 -0.22
O 3.66 -5.39 -2.19 -0.68
N 4.00 -4.25 -2.29 1.23
O 5.14 -3.85 -2.29 -0.69
C 2.98 -3.20 -2.55 -0.33
C 3.51 -2.04 -2.96 -0.04
C 2.66 -0.98 -3.28 1.48
C 3.16 0.24 -3.72 -1.07
C 2.32 1.35 -3.73 -0.91
C 0.97 1.18 -3.23 -0.43
N 0.47 0.06 -2.85 0.27
C 1.27 -0.98 -2.92 -0.41
C 0.68 -2.26 -2.55 -0.32
N -0.64 -2.34 -2.27 -0.15
C -1.18 -3.37 -1.67 -0.26
C -0.38 -4.55 -1.45 -0.76
C 0.95 -4.53 -1.76 -0.65
C 1.55 -3.38 -2.34 0.77
H 4.63 -1.95 -3.03 0.21
H 4.20 0.36 -3.74 0.53
H 2.53 2.34 -4.11 0.45
H 0.39 2.06 -3.11 0.46
H -2.27 -3.36 -1.39 0.27
H -0.83 -5.37 -0.96 0.55
H 1.52 -5.41 -1.53 0.45
C -2.19 5.41 -0.38 -1.02
N -2.86 4.33 0.31 0.24
C -4.03 4.90 0.96 -1.14
C -3.01 3.12 -0.46 -0.24
C -3.71 3.34 -1.78 1.03
C -5.09 3.83 -1.90 -0.50
C -5.70 4.11 -3.04 -0.77
C -4.91 4.02 -4.18 -0.29
C -3.59 3.57 -4.14 -0.79
C -2.97 3.04 -2.92 -0.57
H -1.74 6.16 0.40 0.27
H -2.72 6.13 -1.05 0.35
H -1.41 4.93 -0.97 0.29
H -3.79 5.77 1.56 0.33
H -4.51 4.11 1.50 0.19
H -4.68 5.25 0.15 0.43
H -3.52 2.48 0.28 0.10
H -2.00 2.85 -0.70 -0.23
H -5.59 3.79 -0.92 0.31
H -6.75 4.27 -3.13 0.43
H -5.44 4.36 -5.13 0.22
H -3.06 3.33 -5.01 0.43
```

Its spin multiplicity is 1. The frontier orbital gap is 5.12 eV. The charge is -1. Its highest occupied orbital energy is -3.943 eV.

***

Q: Which of them is the most stable? A: version a.

***

Version a
C3H10NS | wB97M-V/def2-TZVPD

The geometry in XYZ format:
```
15
Properties=species:S:1:pos:R:3:nbo_charge:R:1
C 1.96 -1.00 0.04 -0.75
C -3.08 -0.20 -0.11 -0.71
C 1.74 0.24 -0.67 0.38
N 1.72 1.39 0.03 -0.64
S -1.36 0.50 -0.03 -0.12
H 1.36 -0.87 0.91 0.26
H 1.40 -1.92 -0.48 0.29
H 3.04 -1.30 0.29 0.31
H -3.64 0.60 -0.56 0.25
H -3.53 -0.31 0.88 0.24
H -2.94 -1.26 -0.54 0.25
H 1.48 0.25 -1.71 0.25
H -1.03 0.29 1.21 0.12
H 1.10 2.17 -0.30 0.45
H 1.77 1.42 1.04 0.43
```

Its spin multiplicity is 1. The frontier orbital gap is 7.64 eV. The charge is +1. Its highest occupied orbital energy is -13.095 eV.

***

Version b
C3H10NS | wB97M-V/def2-TZVPD

The geometry in XYZ format:
```
15
Properties=species:S:1:pos:R:3:nbo_charge:R:1
C -1.64 0.35 -0.32 -0.27
C -1.44 -1.01 0.32 -0.38
C -0.03 -1.56 -0.08 -0.64
S 1.18 -0.34 0.28 0.52
N -0.94 1.29 0.53 -0.58
H -2.68 0.63 -0.36 0.27
H -1.18 0.27 -1.28 0.22
H -1.50 -0.85 1.39 0.24
H -2.18 -1.72 -0.08 0.27
H 0.09 -2.44 0.56 0.31
H 0.06 -1.86 -1.12 0.25
H 5.58 1.79 -0.10 -0.01
H -1.02 2.25 0.19 0.42
H 0.03 1.04 0.82 0.33
H 5.68 2.15 -0.73 0.01
```

Its spin multiplicity is 1. The frontier orbital gap is 6.46 eV. The charge is +1. Its highest occupied orbital energy is -15.243 eV.

***

Q: Which of them is the most stable? A: version a.

***

Version a
C3H10NS | wB97M-V/def2-TZVPD

The geometry in XYZ format:
```
15
Properties=species:S:1:pos:R:3:nbo_charge:R:1
C -1.63 0.60 0.08 -0.64
C 0.98 0.87 -0.04 -0.52
C -0.33 -0.03 0.50 -0.05
N -0.14 -1.37 -0.13 -0.71
S 2.46 -0.15 0.32 0.00
H -1.72 0.64 -1.00 0.22
H -1.69 1.62 0.45 0.26
H -2.48 0.06 0.49 0.24
H 0.88 1.06 -1.10 0.23
H 1.01 1.79 0.52 0.25
H -0.23 -0.13 1.58 0.23
H 0.90 -1.56 -0.04 0.45
H -0.39 -1.33 -1.12 0.44
H -0.69 -2.11 0.33 0.45
H 3.10 0.04 -0.83 0.17
```

The SMILES is C[C@@H]([NH3+])CS. Its spin multiplicity is 1. The frontier orbital gap is 10.62 eV. The charge is +1. Its highest occupied orbital energy is -14.014 eV.

***

Version b
C3H10NS | wB97M-V/def2-TZVPD

The geometry in XYZ format:
```
15
Properties=species:S:1:pos:R:3:nbo_charge:R:1
C 0.79 0.64 -0.84 -0.32
N 2.10 0.41 -0.33 -0.84
H 0.58 1.69 -1.03 0.25
H 0.55 0.06 -1.72 0.22
H 2.51 -0.46 -0.65 0.39
H 2.76 1.15 -0.51 0.41
C -1.98 0.34 -0.17 -0.82
S -0.36 0.15 0.52 0.88
C -0.13 -1.60 0.60 -0.78
H -2.67 0.59 0.62 0.28
H -2.35 -0.54 -0.68 0.26
H -2.11 1.19 -0.84 0.28
H 0.87 -1.71 0.98 0.27
H -0.83 -2.04 1.31 0.28
H -0.23 -2.12 -0.35 0.25
```

Its spin multiplicity is 1. The frontier orbital gap is 11.72 eV. The charge is +1. Its highest occupied orbital energy is -14.488 eV.

***

Q: Which of them is the most stable? A: version a.

***

Version a
C19H25N3O3S | wB97M-V/def2-TZVPD

The geometry in XYZ format:
```
51
Properties=species:S:1:pos:R:3:nbo_charge:R:1
C -5.84 -2.52 0.24 -0.24
H -4.99 -3.11 -0.40 0.17
O -5.14 -1.48 0.98 -0.53
C -4.64 -0.52 0.32 -0.01
C -3.33 -1.04 -0.48 -0.12
N -2.37 0.01 0.06 -0.47
C -1.20 -0.43 0.67 0.24
N -0.16 0.49 0.71 -0.55
C -0.32 1.84 0.53 0.16
C 0.82 2.62 0.96 -0.20
C 0.60 4.22 0.76 -0.19
C -0.61 4.65 0.08 -0.21
C -1.52 3.54 -0.26 -0.14
C -1.42 2.43 0.11 -0.20
C -2.55 1.44 -0.40 0.72
O -3.66 1.78 -0.64 -0.57
H -2.42 3.94 -0.53 0.22
H -0.62 5.56 0.10 0.18
H 1.58 4.79 0.94 0.22
H 1.65 2.29 1.51 0.21
S -0.86 -2.03 0.60 0.42
C 0.85 -1.82 1.16 -0.63
C 1.61 -1.08 -0.13 0.75
O 1.01 -1.13 -1.10 -0.64
N 2.79 -0.42 -0.20 -0.46
C 3.70 -0.66 1.21 -0.22
H 3.12 -1.40 2.02 0.22
C 4.97 -1.22 0.85 -0.40
C 5.58 -0.68 -0.13 -0.51
C 4.77 -0.57 -1.38 -0.38
C 3.44 0.25 -1.09 -0.22
H 2.69 0.14 -2.00 0.24
H 3.65 1.21 -0.68 0.19
H 5.19 -0.08 -2.26 0.22
H 4.48 -1.59 -1.84 0.20
H 6.61 -0.97 -0.47 0.24
H 5.96 0.36 -0.07 0.22
H 5.56 -1.41 2.05 0.21
H 4.70 -2.36 0.59 0.21
H 3.72 0.47 1.67 0.20
H 1.18 -1.46 2.10 0.24
H 1.19 -2.87 1.32 0.23
C -3.54 -1.04 -1.82 -0.65
H -4.21 -1.91 -2.09 0.24
H -3.87 0.01 -2.35 0.27
H -2.32 -1.33 -2.26 0.21
H -2.97 -1.93 0.15 0.23
H -5.24 -0.19 -0.35 0.15
H -4.49 0.34 1.03 0.19
H -6.70 -1.98 -0.52 0.16
H -6.43 -3.14 0.75 0.19
```

Its spin multiplicity is 1. The frontier orbital gap is 7.71 eV. The charge is 0. Its highest occupied orbital energy is -7.526 eV.

***

Version b
C19H25N3O3S | wB97M-V/def2-TZVPD

The geometry in XYZ format:
```
51
Properties=species:S:1:pos:R:3:nbo_charge:R:1
C 5.93 3.78 -0.42 -0.59
H 5.34 3.27 -1.18 0.21
H 5.32 4.58 0.00 0.20
H 6.80 4.23 -0.90 0.21
C 6.36 2.80 0.67 -0.41
C 5.16 2.19 1.33 -0.04
C 4.54 2.82 2.41 -0.19
C 3.41 2.28 2.99 -0.27
C 2.86 1.10 2.50 0.36
C 3.46 0.46 1.42 -0.33
C 4.60 1.02 0.85 -0.18
H 5.05 0.51 0.01 0.21
H 3.07 -0.45 1.02 0.23
O 1.74 0.65 3.16 -0.50
C 1.09 -0.49 2.68 -0.12
C 0.53 -0.32 1.32 0.42
N 0.57 -1.17 0.34 -0.28
N -0.08 -0.61 -0.70 -0.33
C -0.48 0.56 -0.31 0.28
S -1.37 1.73 -1.20 0.29
C -1.44 0.86 -2.80 -0.61
H -1.99 1.52 -3.46 0.25
H -0.42 0.74 -3.18 0.26
C -2.10 -0.52 -2.79 0.69
O -1.82 -1.32 -3.66 -0.61
N -3.02 -0.72 -1.83 -0.62
H -3.17 0.00 -1.14 0.40
C -3.62 -2.01 -1.57 -0.06
C -5.14 -1.89 -1.51 -0.40
C -5.77 -3.26 -1.25 -0.40
C -5.22 -3.86 0.05 -0.40
C -3.70 -3.97 -0.01 -0.40
C -3.08 -2.60 -0.27 -0.41
H -1.99 -2.68 -0.34 0.23
H -3.31 -1.92 0.56 0.18
H -3.32 -4.37 0.93 0.21
H -3.42 -4.65 -0.81 0.20
H -5.66 -4.84 0.21 0.21
H -5.51 -3.22 0.89 0.19
H -6.85 -3.17 -1.19 0.21
H -5.53 -3.93 -2.08 0.20
H -5.52 -1.48 -2.45 0.22
H -5.42 -1.20 -0.70 0.19
H -3.33 -2.65 -2.42 0.23
O -0.13 0.81 0.97 -0.41
H 0.28 -0.67 3.39 0.22
H 1.75 -1.37 2.67 0.21
H 2.94 2.76 3.84 0.22
H 4.96 3.73 2.81 0.21
H 6.98 2.02 0.23 0.21
H 6.96 3.33 1.41 0.21
```

The SMILES is CCc1ccc(OCc2nnc(SCC(=O)NC3CCCCC3)o2)cc1. Its spin multiplicity is 1. The frontier orbital gap is 9.07 eV. The charge is 0. Its highest occupied orbital energy is -8.570 eV.

***

Version c
C19H25N3O3S | wB97M-V/def2-TZVPD

The geometry in XYZ format:
```
51
Properties=species:S:1:pos:R:3:nbo_charge:R:1
C -9.30 0.08 -0.05 -0.60
C -7.85 -0.17 -0.46 -0.40
C -6.94 -0.27 0.76 -0.39
C -5.50 -0.64 0.41 -0.40
H -5.49 -1.57 -0.17 0.19
C -4.77 0.46 -0.36 -0.23
N -3.37 0.14 -0.53 -0.60
C -2.39 0.85 0.07 0.66
O -2.58 1.84 0.73 -0.62
C -1.00 0.32 -0.17 -0.08
C 0.03 1.25 -0.21 -0.23
C 1.34 0.83 -0.40 0.27
C 1.62 -0.53 -0.55 -0.22
C 0.58 -1.46 -0.48 -0.12
C -0.72 -1.04 -0.30 -0.24
H -1.50 -1.77 -0.22 0.22
H 0.83 -2.50 -0.58 0.24
C 3.00 -0.98 -0.75 0.68
O 3.32 -2.13 -0.90 -0.58
N 3.97 0.03 -0.77 -0.45
C 3.68 1.37 -0.63 0.29
S 4.81 2.57 -0.69 -0.20
N 2.38 1.72 -0.45 -0.58
H 2.20 2.71 -0.35 0.44
C 5.34 -0.40 -0.95 -0.26
H 5.36 -1.14 -1.75 0.24
H 5.94 0.47 -1.25 0.24
C 5.94 -1.04 0.32 0.09
H 5.37 -1.95 0.55 0.21
O 7.27 -1.44 0.07 -0.52
C 8.15 -0.37 0.40 -0.07
H 8.97 -0.81 0.98 0.18
C 7.34 0.65 1.22 -0.45
H 7.16 1.56 0.64 0.22
H 7.86 0.94 2.13 0.22
C 6.03 -0.07 1.50 -0.43
H 6.09 -0.64 2.43 0.21
H 5.18 0.61 1.55 0.22
H 8.56 0.07 -0.51 0.17
H -0.21 2.30 -0.08 0.24
H -3.14 -0.67 -1.08 0.40
H -5.23 0.60 -1.35 0.19
H -4.81 1.40 0.19 0.23
H -4.95 -0.83 1.34 0.21
H -7.34 -1.03 1.43 0.20
H -6.95 0.68 1.29 0.20
H -7.52 0.64 -1.11 0.19
H -7.80 -1.10 -1.03 0.19
H -9.67 -0.73 0.57 0.20
H -9.94 0.16 -0.93 0.21
H -9.38 1.01 0.51 0.20
```

The SMILES is CCCCCNC(=O)c1ccc2c(=O)n(C[C@@H]3CCCO3)c(=S)[nH]c2c1. Its spin multiplicity is 1. The frontier orbital gap is 8.39 eV. The charge is 0. Its highest occupied orbital energy is -8.675 eV.

***

Q: Which of them is the most stable? A: version c.

***

Version a
CH4NO2 | wB97M-V/def2-TZVPD

The geometry in XYZ format:
```
8
Properties=species:S:1:pos:R:3:nbo_charge:R:1
C 0.02 0.05 -0.70 0.45
N -0.24 0.07 0.82 -0.75
O 1.22 -0.44 -1.00 -0.19
O 0.04 -1.20 -1.18 -0.17
H -0.33 0.96 -1.24 0.23
H 0.67 -0.15 1.13 0.47
H -1.17 -0.41 1.04 0.50
H -0.20 1.11 1.13 0.46
```

The SMILES is [NH3+]C1OO1. Its spin multiplicity is 1. The frontier orbital gap is 12.02 eV. The charge is +1. Its highest occupied orbital energy is -16.531 eV.

***

Version b
CH4NO2 | wB97M-V/def2-TZVPD

The geometry in XYZ format:
```
8
Properties=species:S:1:pos:R:3:nbo_charge:R:1
C 0.94 0.08 0.38 -0.55
N 0.20 -1.07 0.22 0.45
O -1.60 0.60 -0.47 -0.45
O -0.81 -1.19 -0.33 0.12
H 1.66 -0.01 -0.40 0.34
H 1.71 0.19 1.23 0.34
H 0.34 0.90 0.19 0.30
H -2.44 0.51 -0.82 0.46
```

Its spin multiplicity is 1. The frontier orbital gap (alpha / beta) is 9.24 / 9.68 eV. The charge is +1. Its highest occupied orbital energy (alpha / beta) is -17.358 / -18.120 eV.

***

Q: Which of them is the most stable? A: version a.